# 1
Here is a gas-phase ion, CH3N2O (charge +1) at a distorted geometry from OMol25. Energies are from the ωB97M-V functional and the def2-TZVPD basis.

Each line ends with the Mulliken charge.
Element x y z (Å)
O: -1.63 -0.37 1.14  -0.36
N: -0.69 -0.24 0.44  0.56
C: 0.72 0.18 0.18  -0.07
N: -0.30 -0.14 -0.76  0.01
H: 1.51 -0.75 0.24  0.29
H: 0.88 1.24 0.44  0.31
H: -0.50 0.09 -1.67  0.25

Computed properties:
- maximum force (eV Å⁻¹) = 4.1
- structure (SMILES) = O=[N+]1CN1
- molecular weight (Da) = 59.05
- relative energy (zero: lowest compared OMol25 entry of this formula, charge and spin) (kJ/mol) = 479.51
- total charge = +1
- frontier orbital gap (eV) = 11.19

---

# 2
Here is a molecular structure, C21H60HfN5O7 at a distorted geometry from OMol25. Energies are from the ωB97M-V functional and the def2-TZVPD basis.

Each line ends with the Mulliken charge.
Element x y z (Å)
Hf: -5.02 -0.90 1.28  0.64
C: -1.56 -0.15 0.42  1.16
O: -2.82 -0.52 0.89  -0.10
H: -1.46 0.92 0.67  -0.27
H: -0.78 -0.76 0.87  -0.23
H: -1.48 -0.14 -0.67  -0.32
O: -3.83 -2.27 2.82  -0.48
H: -3.84 -3.24 2.88  0.36
H: -3.16 -1.97 3.45  0.31
C: 2.85 -1.84 3.35  -1.31
C: 2.68 -2.95 2.32  0.66
C: 3.36 -4.23 2.87  -0.75
O: 4.75 -4.12 2.77  -0.26
C: 5.41 -5.28 3.31  -0.69
N: 1.26 -3.14 2.07  -0.48
H: 2.12 -1.06 3.14  0.29
H: 3.79 -1.28 3.35  0.38
H: 2.63 -2.19 4.36  0.33
H: 3.23 -2.74 1.39  0.19
H: 2.98 -5.11 2.33  0.42
H: 3.01 -4.46 3.89  0.40
H: 6.48 -5.11 3.23  0.27
H: 5.10 -6.10 2.67  0.33
H: 5.24 -5.38 4.38  0.33
H: 1.14 -3.66 1.20  0.19
H: 0.83 -2.23 1.91  0.12
C: 2.09 -2.31 -2.82  -1.46
C: 1.57 -3.55 -2.12  0.40
C: 0.34 -3.25 -1.26  -0.03
O: 0.12 -4.40 -0.46  -0.48
C: -1.10 -4.39 0.28  -0.64
N: 1.13 -4.49 -3.16  -0.60
H: 2.50 -1.60 -2.10  0.24
H: 1.34 -1.83 -3.46  0.34
H: 2.81 -2.55 -3.61  0.46
H: 2.36 -4.03 -1.52  0.19
H: -0.56 -2.98 -1.82  0.52
H: 0.63 -2.38 -0.65  -0.07
H: -0.98 -5.32 0.84  0.34
H: -1.98 -4.49 -0.36  0.37
H: -1.15 -3.48 0.89  0.16
H: 0.85 -5.30 -2.60  0.31
H: 1.88 -4.79 -3.77  0.29
C: -2.89 4.51 2.44  -1.60
C: -3.41 3.20 2.99  1.28
C: -2.91 2.92 4.46  -0.71
O: -1.56 2.67 4.62  -0.33
C: -1.02 1.63 3.83  -0.21
N: -4.86 3.18 2.98  -0.59
H: -1.83 4.56 2.25  0.31
H: -3.16 5.38 3.05  0.47
H: -3.47 4.81 1.55  0.48
H: -3.06 2.43 2.29  -0.50
H: -3.53 2.09 4.82  0.39
H: -3.19 3.77 5.08  0.33
H: -1.12 1.87 2.77  -0.04
H: -1.65 0.76 4.03  0.25
H: 0.04 1.48 4.02  0.25
H: -5.25 4.04 3.35  0.31
H: -5.17 2.49 3.66  0.27
C: -1.18 4.42 -0.73  -1.36
C: 0.32 4.29 -0.53  0.59
C: 0.93 3.02 -1.14  0.61
O: 2.24 2.79 -0.64  -0.43
C: 2.71 1.47 -0.80  -0.44
N: 0.88 5.50 -1.10  -0.51
H: -1.52 5.35 -0.28  0.42
H: -1.66 3.60 -0.18  0.15
H: -1.49 4.31 -1.76  0.48
H: 0.64 4.18 0.51  0.32
H: 0.88 2.81 -2.22  -0.35
H: 0.43 2.11 -0.75  -0.27
H: 2.25 0.84 -0.03  0.29
H: 3.79 1.43 -0.83  0.39
H: 2.30 1.07 -1.74  0.02
H: 1.89 5.52 -1.20  0.32
H: 0.52 5.65 -2.04  0.29
C: -2.77 1.81 -4.82  -1.35
C: -1.57 0.86 -4.63  0.40
C: -0.26 1.60 -4.75  -0.76
O: 0.78 0.70 -4.32  -0.12
C: 2.04 1.31 -4.53  -0.91
N: -1.76 0.27 -3.30  -0.34
H: -2.79 2.50 -3.98  0.25
H: -3.71 1.26 -4.89  0.39
H: -2.75 2.39 -5.75  0.39
H: -1.67 0.08 -5.39  0.29
H: -0.27 2.49 -4.10  0.19
H: -0.01 1.89 -5.77  0.51
H: 2.76 0.58 -4.16  0.27
H: 2.27 2.23 -3.98  0.33
H: 2.28 1.50 -5.58  0.36
H: -0.86 -0.07 -2.97  0.10
H: -2.40 -0.51 -3.29  0.26

Computed properties:
- maximum force (eV Å⁻¹) = 6.1
- molecular weight (Da) = 673.23
- relative energy (zero: lowest compared OMol25 entry of this formula, charge and spin) (kJ/mol) = 51.91
- total charge = +3
- frontier orbital gap (eV) = 1.58

---

# 3
Here is 7 unconnected molecules or ions with the total composition C39H63F2N7O14 at a distorted geometry from OMol25. Energies are from the ωB97M-V functional and the def2-TZVPD basis.

Each line ends with the Mulliken charge.
Element x y z (Å)
C: 4.84 1.00 1.58  -1.08
C: 5.38 1.92 0.50  -0.03
O: 4.84 3.21 0.70  -0.27
C: 5.51 4.24 0.00  -0.67
C: 4.50 5.25 -0.49  -0.61
O: 3.93 4.86 -1.76  -0.51
C: 3.37 3.63 -1.75  0.29
C: 3.69 2.74 -2.70  -0.96
C: 3.08 1.42 -2.76  0.62
O: 3.23 0.74 -3.76  -0.57
C: 2.30 0.94 -1.57  0.02
C: 1.91 -0.39 -1.46  0.71
N: 2.26 -1.34 -2.50  0.46
C: 2.18 -2.69 -2.05  0.14
O: 1.23 -3.39 -2.09  -0.26
F: 3.34 -3.09 -1.54  -0.30
C: 1.55 -1.23 -3.72  0.45
O: 1.80 -1.89 -4.67  -0.55
F: 0.59 -0.32 -3.72  -0.20
C: 1.18 -0.79 -0.36  -1.02
C: 0.88 0.11 0.63  -0.71
C: 1.25 1.44 0.55  0.51
C: 0.84 2.32 1.71  -2.36
C: -0.58 2.87 1.48  0.55
C: -1.06 3.64 2.71  -0.43
C: -2.17 4.62 2.43  -0.68
O: -1.88 5.48 1.30  -0.36
C: -2.58 5.19 0.19  0.11
O: -2.10 5.08 -0.89  -0.46
C: 1.95 1.87 -0.58  0.10
C: 2.34 3.30 -0.73  0.53
O: 1.82 4.18 -0.09  -0.70
H: 5.38 1.17 2.51  0.39
H: 3.79 1.21 1.76  0.04
H: 4.98 -0.04 1.28  0.35
H: 6.47 1.97 0.59  0.56
H: 5.14 1.54 -0.50  0.06
H: 6.21 4.75 0.67  0.46
H: 6.08 3.85 -0.85  0.37
H: 4.99 6.20 -0.66  0.47
H: 3.73 5.41 0.25  0.24
H: 4.39 3.00 -3.47  0.57
H: 0.83 -1.80 -0.23  0.65
H: 0.31 -0.23 1.48  0.58
H: 0.80 1.68 2.59  0.92
H: 1.54 3.13 1.87  0.80
H: -0.55 3.51 0.60  0.32
H: -1.23 2.02 1.32  -0.28
H: -1.49 2.91 3.41  0.14
H: -0.24 4.15 3.21  0.47
H: -3.12 4.11 2.24  0.30
H: -2.34 5.27 3.28  0.39
H: -3.67 5.09 0.35  0.49
C: -3.79 1.23 -1.19  -0.62
N: -3.78 0.53 0.07  0.28
C: -3.91 -0.92 0.08  -1.05
C: -3.66 1.17 1.24  -0.03
O: -3.63 0.63 2.33  -0.61
H: -4.72 1.05 -1.73  0.37
H: -2.95 0.90 -1.82  0.11
H: -3.68 2.30 -1.02  0.20
H: -4.79 -1.21 0.65  0.27
H: -3.04 -1.38 0.56  0.22
H: -3.99 -1.29 -0.93  0.44
H: -3.55 2.27 1.12  0.34
C: 1.99 0.89 -6.77  -0.52
N: 2.97 1.38 -7.71  0.17
C: 2.54 1.95 -8.97  -1.02
C: 4.29 1.32 -7.45  0.04
O: 5.16 1.72 -8.20  -0.62
H: 1.39 0.09 -7.23  0.42
H: 1.32 1.70 -6.47  0.35
H: 2.48 0.49 -5.89  -0.18
H: 2.96 1.39 -9.81  0.30
H: 2.89 2.99 -9.05  0.30
H: 1.46 1.93 -9.02  0.39
H: 4.52 0.87 -6.47  0.37
C: -2.00 -2.46 -5.16  -0.97
N: -2.07 -3.10 -3.86  0.20
C: -2.22 -4.54 -3.78  -0.92
C: -2.01 -2.40 -2.71  0.29
O: -2.06 -2.89 -1.60  -0.54
H: -2.91 -2.66 -5.73  0.42
H: -1.15 -2.83 -5.72  0.34
H: -1.89 -1.38 -5.03  0.28
H: -3.13 -4.81 -3.25  0.31
H: -1.38 -4.98 -3.24  0.16
H: -2.25 -4.95 -4.79  0.41
H: -1.89 -1.31 -2.87  0.10
C: -0.43 -2.90 5.70  -1.01
N: -0.67 -2.18 4.47  0.25
C: -1.37 -0.90 4.49  -0.30
C: -0.28 -2.65 3.28  -0.03
O: -0.50 -2.06 2.22  -0.54
H: -1.38 -3.13 6.19  0.34
H: 0.17 -2.30 6.38  0.36
H: 0.09 -3.83 5.48  0.29
H: -2.26 -0.95 3.87  0.17
H: -0.72 -0.12 4.10  -0.06
H: -1.66 -0.64 5.51  0.22
H: 0.25 -3.61 3.32  0.24
C: -5.87 -0.15 8.02  -0.93
N: -4.79 0.40 7.23  0.16
C: -5.02 0.88 5.88  -0.80
C: -3.52 0.48 7.68  0.08
O: -2.63 0.94 6.99  -0.59
H: -6.30 -1.02 7.51  0.34
H: -6.65 0.59 8.17  0.32
H: -5.50 -0.47 8.99  0.29
H: -4.38 0.33 5.19  0.19
H: -4.76 1.93 5.80  0.27
H: -6.06 0.74 5.60  0.37
H: -3.36 0.06 8.68  0.31
C: -0.19 -6.08 -0.93  -0.83
N: 0.14 -6.32 0.46  0.17
C: 1.11 -7.35 0.79  -1.08
C: -0.41 -5.62 1.47  0.18
O: -0.17 -5.80 2.65  -0.67
H: -0.59 -6.99 -1.38  0.41
H: 0.70 -5.77 -1.48  0.38
H: -0.93 -5.29 -1.01  0.11
H: 0.66 -8.11 1.43  0.33
H: 1.96 -6.92 1.33  0.32
H: 1.46 -7.82 -0.12  0.41
H: -1.11 -4.84 1.12  0.32

Computed properties:
- maximum force (eV Å⁻¹) = 1.3
- structure (SMILES) = CCOCCOC1=CC(=O)c2c(N(C(=O)F)C(=O)F)ccc(CCCCOC=O)c2C1=O.CN(C)C=O.CN(C)C=O.CN(C)C=O.CN(C)C=O.CN(C)C=O.CN(C)C=O
- molecular weight (Da) = 891.96
- total charge = 0
- frontier orbital gap (eV) = 7.74

---

# 4
Here is a molecular structure, C12H13BrN2NaO3 at a distorted geometry from OMol25. Energies are from the ωB97M-V functional and the def2-TZVPD basis.

Each line ends with the Mulliken charge.
Element x y z (Å)
C: -0.54 -3.69 -2.06  -1.13
C: -0.05 -3.92 -0.63  -0.59
C: 0.43 -2.63 0.05  -0.67
C: -0.58 -1.51 -0.09  -0.20
O: -0.56 -0.62 1.06  -0.55
C: 0.00 0.59 0.88  0.36
C: 1.22 0.87 1.55  0.07
N: 1.81 -0.13 2.29  -0.52
C: 1.84 2.12 1.39  -0.90
C: 1.27 3.09 0.58  -0.17
Br: 2.22 4.71 0.27  -0.10
C: 0.05 2.84 -0.03  0.50
C: -0.57 1.60 0.12  0.97
C: -1.83 1.62 -0.67  0.20
O: -2.54 0.70 -0.94  -0.46
N: -2.04 2.98 -1.10  -0.24
C: -0.82 3.69 -0.88  -0.02
O: -0.56 4.76 -1.35  -0.54
H: 0.12 -3.00 -2.60  0.29
H: -0.51 -4.64 -2.60  0.37
H: -1.55 -3.31 -2.10  0.31
H: 0.78 -4.62 -0.66  0.37
H: -0.87 -4.33 -0.04  0.31
H: 1.36 -2.33 -0.45  0.31
H: 0.66 -2.80 1.10  0.24
H: -0.39 -0.94 -1.00  0.24
H: -1.60 -1.88 -0.17  0.37
H: 1.17 -0.88 2.50  0.26
H: 2.26 0.19 3.14  0.29
H: 2.79 2.30 1.88  0.42
H: -2.82 3.38 -0.59  0.31
Na: -0.14 5.76 1.17  0.90

Computed properties:
- maximum force (eV Å⁻¹) = 1.1
- molecular weight (Da) = 336.14
- total charge = +1
- frontier orbital gap (eV) = 7.67

---

# 5
Here is a molecular structure, C16H13Cl2NO4RuS2 at a distorted geometry from OMol25. Energies are from the ωB97M-V functional and the def2-TZVPD basis.

Each line ends with the Mulliken charge.
Element x y z (Å)
Ru: -0.25 -0.40 -0.07  0.68
O: -0.07 -0.53 4.04  -0.66
C: 0.43 -0.52 2.93  0.85
O: -0.29 -0.49 1.86  -0.51
C: 1.95 -0.53 2.80  0.26
C: 2.62 -0.59 4.02  -0.61
C: 4.00 -0.61 4.09  -0.54
C: 4.74 -0.57 2.91  -0.50
C: 4.10 -0.51 1.70  -0.88
C: 2.70 -0.47 1.62  0.82
S: 2.08 -0.28 0.00  -0.21
H: 2.01 -0.64 4.91  0.48
H: 4.49 -0.64 5.05  0.40
H: 5.82 -0.59 2.95  0.38
H: 4.66 -0.48 0.78  0.45
Cl: -0.38 -0.22 -2.39  -0.08
C: -0.46 1.41 -2.96  0.73
C: -0.38 1.65 -4.32  -0.80
C: -0.43 2.95 -4.79  -0.45
C: -0.53 4.01 -3.90  -0.61
C: -0.61 3.77 -2.54  0.10
Cl: -0.72 5.10 -1.45  -0.21
C: -0.59 2.46 -2.02  0.27
S: -0.75 2.21 -0.32  -0.11
H: -0.29 0.82 -5.00  0.44
H: -0.37 3.15 -5.85  0.37
H: -0.56 5.03 -4.24  0.43
N: -2.73 -0.41 0.19  -0.38
C: -3.42 -1.68 0.40  -0.67
C: -2.93 -2.76 -0.56  -0.54
C: -1.55 -3.34 -0.02  0.59
O: -1.62 -4.34 0.65  -0.62
O: -0.55 -2.68 -0.39  -0.68
H: -2.84 0.19 1.01  0.27
H: -3.12 0.08 -0.61  0.29
H: -4.51 -1.55 0.25  0.37
H: -3.26 -2.02 1.43  0.35
H: -2.78 -2.36 -1.56  0.22
H: -3.64 -3.59 -0.60  0.36

Computed properties:
- maximum force (eV Å⁻¹) = 4.6
- molecular weight (Da) = 519.39
- total charge = 0
- frontier orbital gap (alpha / beta) (eV) = 5.16 / 5.51

---

# 6
Here is 18 unconnected molecules or ions with the total composition H36O18 at a distorted geometry from OMol25. Energies are from the ωB97M-V functional and the def2-TZVPD basis.

Each line ends with the Mulliken charge.
Element x y z (Å)
O: 3.79 -2.29 -2.13  -0.61
H: 3.01 -2.72 -2.51  0.35
H: 4.42 -2.16 -2.83  0.29
O: 0.87 5.61 -0.62  -0.63
H: 1.47 5.39 0.10  0.32
H: 1.31 6.21 -1.23  0.31
O: -0.85 -1.74 2.67  -0.41
H: -1.10 -2.09 1.78  0.16
H: 0.11 -1.87 2.73  0.26
O: 3.69 3.14 0.64  -0.61
H: 4.46 3.07 0.05  0.31
H: 3.32 2.25 0.85  0.31
O: -2.84 -0.38 4.63  -0.63
H: -1.88 -0.26 4.67  0.29
H: -2.80 -0.95 3.85  0.32
O: 2.47 -3.96 1.09  -0.61
H: 2.73 -4.83 0.81  0.29
H: 2.90 -3.16 0.81  0.32
O: 5.23 -1.50 3.39  -0.63
H: 4.41 -1.98 3.41  0.32
H: 5.52 -0.81 2.80  0.31
O: -4.25 1.91 -3.31  -0.64
H: -4.84 1.50 -2.68  0.34
H: -4.26 1.47 -4.17  0.32
O: 0.92 -3.15 -3.48  -0.63
H: 0.01 -3.38 -3.66  0.29
H: 0.94 -2.74 -2.61  0.31
O: 1.57 3.58 -2.97  -0.63
H: 1.32 3.97 -3.81  0.31
H: 0.77 3.51 -2.43  0.31
O: 0.07 1.77 1.43  -0.54
H: 0.35 0.94 1.03  0.32
H: -0.49 2.20 0.79  0.16
O: 1.01 0.42 4.36  -0.61
H: 1.51 1.13 3.96  0.33
H: 0.14 0.51 3.96  0.29
O: 0.81 0.95 -1.15  -0.25
H: 1.19 0.14 -1.51  0.20
H: 1.08 1.65 -1.76  0.14
O: -1.65 0.12 -4.27  -0.61
H: -2.47 0.01 -3.78  0.29
H: -1.09 0.14 -3.47  0.33
O: -4.56 -0.22 2.38  -0.57
H: -4.38 -0.77 1.61  0.30
H: -5.30 0.38 2.21  0.27
O: -1.41 -1.07 -1.24  -0.55
H: -2.04 -1.60 -1.72  0.25
H: -1.67 -0.54 -0.47  0.32
O: -2.38 1.16 -0.75  -0.54
H: -2.50 1.13 -1.70  0.27
H: -1.99 1.94 -0.35  0.21
O: -2.58 -4.15 1.66  -0.59
H: -1.69 -4.47 1.84  0.33
H: -2.40 -3.37 1.12  0.27

Computed properties:
- maximum force (eV Å⁻¹) = 2.4
- molecular weight (Da) = 324.27
- relative energy (zero: lowest compared OMol25 entry of this formula, charge and spin) (kJ/mol) = 489.35
- total charge = 0
- frontier orbital gap (eV) = 9.72

---

# 7
Here is 2 unconnected molecules or ions with the total composition C30H49N4O5S2 at a distorted geometry from OMol25. Energies are from the ωB97M-V functional and the def2-TZVPD basis.

Each line ends with the Mulliken charge.
Element x y z (Å)
C: 2.83 2.16 3.54  -1.00
C: 2.53 0.67 3.49  -0.63
N: 2.18 0.13 2.16  -0.03
C: 1.05 0.80 1.55  -0.09
O: 0.07 1.01 2.52  -0.45
C: -1.06 1.73 2.08  -0.72
S: -2.55 0.99 2.80  -0.21
C: -1.04 2.02 0.55  1.16
S: -2.57 2.77 0.01  -0.13
N: -0.52 0.88 -0.37  1.75
C: -1.63 0.14 -1.07  -1.91
O: -2.63 -0.18 -0.16  -0.12
C: -3.86 -0.40 -0.78  0.65
C: -5.03 -0.13 0.10  -0.80
O: -3.88 -0.77 -1.92  -0.53
C: 0.17 1.55 -1.56  -1.16
C: 1.57 2.20 -1.42  -0.23
O: 2.50 1.65 -1.94  -0.47
C: 1.72 3.52 -0.75  0.20
C: 2.87 3.73 0.00  -0.75
C: 3.06 4.94 0.66  -0.55
C: 2.09 5.93 0.56  -0.61
C: 0.96 5.74 -0.21  -1.03
C: 0.76 4.53 -0.86  0.26
C: 0.45 -0.08 0.42  -0.35
C: -0.31 -1.27 1.01  -0.98
C: 0.55 -2.29 1.77  -0.55
N: 0.01 -3.64 1.58  -0.72
O: 1.53 -0.46 -0.33  -0.17
C: 1.45 -1.40 -1.41  -0.77
C: 2.73 -2.25 -1.40  1.19
C: 2.39 -3.76 -1.51  -1.59
C: 3.70 -1.83 -2.52  -1.44
C: 5.17 -1.92 -2.09  0.62
C: 5.51 -0.81 -1.08  -1.26
C: 6.09 -1.84 -3.32  -1.56
H: 3.56 2.45 2.78  0.23
H: 1.93 2.74 3.33  0.15
H: 3.17 2.45 4.53  0.49
H: 1.74 0.41 4.19  0.40
H: 3.42 0.12 3.80  0.53
H: 2.97 0.30 1.56  0.34
H: 1.39 1.75 1.11  -0.10
H: -1.01 2.73 2.51  0.67
H: -3.01 2.11 3.35  0.23
H: -0.30 2.80 0.46  -0.73
H: -2.01 3.88 -0.50  0.24
H: -1.19 -0.74 -1.53  0.58
H: -2.02 0.76 -1.87  0.70
H: -5.51 0.79 -0.24  0.29
H: -5.72 -0.97 0.06  0.26
H: -4.71 0.01 1.13  0.12
H: -0.53 2.29 -1.95  0.99
H: 0.27 0.80 -2.33  0.97
H: 3.61 2.94 0.06  0.56
H: 3.95 5.08 1.25  0.47
H: 2.24 6.87 1.08  0.43
H: 0.23 6.53 -0.29  0.46
H: -0.12 4.37 -1.46  0.83
H: -0.82 -1.82 0.22  1.07
H: -1.11 -0.94 1.66  -0.34
H: 0.49 -2.05 2.83  0.40
H: 1.60 -2.22 1.51  0.18
H: 0.76 -4.31 1.52  0.30
H: -0.52 -3.73 0.73  0.30
H: 1.44 -0.83 -2.35  0.35
H: 0.57 -2.03 -1.40  0.30
H: 3.22 -2.13 -0.44  -0.07
H: 1.40 -3.99 -1.13  0.37
H: 2.43 -4.10 -2.55  0.40
H: 3.09 -4.36 -0.94  0.36
H: 3.58 -2.50 -3.38  0.40
H: 3.50 -0.81 -2.84  0.46
H: 5.35 -2.89 -1.61  0.33
H: 5.04 0.12 -1.39  0.17
H: 5.13 -1.06 -0.08  0.27
H: 6.59 -0.67 -0.99  0.51
H: 7.02 -1.32 -3.10  0.37
H: 5.60 -1.27 -4.12  0.37
H: 6.34 -2.83 -3.70  0.36
N: -8.49 -2.66 -0.83  0.01
C: -9.68 -2.01 -0.59  -0.51
C: -10.22 -2.56 0.54  -0.38
C: -9.33 -3.57 1.00  -0.36
C: -8.27 -3.60 0.14  -0.49
H: -7.88 -2.47 -1.60  0.20
H: -10.03 -1.23 -1.24  0.38
H: -11.16 -2.27 0.99  0.39
H: -9.46 -4.19 1.87  0.40
H: -7.39 -4.22 0.12  0.38

Computed properties:
- maximum force (eV Å⁻¹) = 1.4
- molecular weight (Da) = 609.88
- total charge = +1
- frontier orbital gap (eV) = 6.69